No. 1
# C4H5Br2N

C4H5Br2N in the gas phase at a distorted geometry (wB97M-V/def2-TZVPD, the OMol25 dataset).

Structure (XYZ):
```
12
Properties=species:S:1:pos:R:3:forces:R:3:lowdin_charge:R:1
H 3.090031 2.754106 0.659528 2.184 1.180 0.001 0.039
N 2.338058 2.154711 0.574861 -1.546 -1.678 -0.153 0.058
C 2.447307 0.968490 0.251825 -2.709 -2.841 0.132 -0.731
Br 4.049458 -0.103598 -0.161945 -0.228 0.566 0.102 0.596
C 1.094018 -0.032530 0.207174 2.543 7.375 0.261 -0.136
C -0.118105 0.525152 0.167890 0.975 -2.831 -0.656 -0.795
C -1.162056 -0.576918 0.103938 -2.254 -0.545 -0.943 -0.155
Br -0.533594 2.310671 -0.030546 -0.740 0.179 0.036 0.817
H 1.118512 -1.029444 0.126282 0.996 -3.478 -0.034 0.037
H -1.495174 -0.943104 -0.960380 1.200 0.812 1.644 0.115
H -2.090266 -0.098899 0.424865 -0.203 -0.507 0.501 0.047
H -0.936472 -1.518613 0.728978 -0.217 1.769 -0.891 0.108
```
Forces are in eV/Å.

The value obtained for the total energy is -145801.8916 eV. As for the net charge: 0. The HOMO energy comes out at -0.3482 Eh. The energy relative to the best compared isomer or geometry (same formula, charge and spin) is 118.01 kJ/mol. Its largest force on an atom is 7.81 eV/Å. As for the frontier orbital gap: 0.3674 Eh. For the molar mass, the calculation gives 226.9 g/mol.

***

No. 2
# C4H5BrClNS

C4H5BrClNS in the gas phase at a distorted geometry (wB97M-V/def2-TZVPD, the OMol25 dataset).

Structure (XYZ):
```
13
Properties=species:S:1:pos:R:3:forces:R:3:lowdin_charge:R:1
C 2.248962 0.486600 0.040031 0.820 -0.062 -1.102 -0.140
N 0.944805 -0.143961 -0.111652 -1.053 0.384 2.313 -0.615
S 1.049786 -1.772892 0.088168 -0.494 -1.671 -0.398 0.654
C -0.174506 0.566695 -0.009046 1.102 1.557 -0.466 -0.221
C -1.516895 0.111126 -0.022766 -2.123 -1.027 0.509 -0.678
Br -2.848837 1.528381 0.022006 0.843 -0.015 -0.062 0.699
C -2.069525 -1.135855 0.038091 -1.421 3.494 -0.606 -0.602
Cl -3.758607 -1.455685 -0.079861 0.276 0.042 0.213 0.616
H 3.131505 -0.163525 -0.056402 -1.034 -0.313 0.220 0.083
H 2.286818 1.111426 -0.777465 0.501 1.669 -2.115 0.062
H 2.404890 1.148333 0.838325 -0.469 0.458 1.753 0.080
H -0.157260 1.694901 0.070934 0.764 -1.468 -0.268 0.122
H -1.541141 -1.975544 -0.040359 2.289 -3.048 0.009 -0.058
```
Forces are in eV/Å.

The value obtained for the total energy is -99116.6181 eV. As for the net charge: 0. The HOMO energy (spin up / spin down) comes out at -0.2994 / -0.2996 Eh. The energy relative to the best compared isomer or geometry (same formula, charge and spin) is 166.94 kJ/mol. Its largest force on an atom is 3.82 eV/Å. As for the frontier orbital gap (spin up / spin down): 0.2628 / 0.2631 Eh. For the molar mass, the calculation gives 214.5 g/mol.

***

No. 3
# C4H5BrF2

2 unconnected molecules or ions with the total composition C4H5BrF2 at a distorted geometry (wB97M-V/def2-TZVPD, the OMol25 dataset).

Structure (XYZ):
```
12
Properties=species:S:1:pos:R:3:forces:R:3:lowdin_charge:R:1
C -1.932945 -0.428994 0.536542 -1.276 -0.319 1.168 0.061
C -1.949819 -0.752724 1.833368 -1.310 0.723 -0.560 -0.389
C 2.139042 0.902185 -1.692395 -1.053 -0.406 1.926 -0.261
C 1.434972 -0.226510 -0.889782 0.693 1.106 -0.875 -0.539
F -2.318780 0.189583 2.787452 1.058 -1.975 -1.158 0.048
F -1.859592 -1.981999 2.327406 0.310 1.048 0.293 0.111
Br 2.051639 -0.463035 0.833039 0.262 0.213 0.228 0.643
H -2.378555 0.549961 0.411993 0.575 0.190 -0.449 0.070
H 1.306677 1.292874 -2.248906 -0.148 0.240 -0.779 0.048
H 2.779036 0.327219 -2.318117 0.490 -0.571 -1.040 0.055
H 2.732919 1.744257 -1.293683 -0.263 -0.594 0.545 0.069
H -2.004594 -1.152817 -0.286918 0.662 0.345 0.699 0.084
```
Forces are in eV/Å.

The value obtained for the total energy is -79701.7138 eV. As for the net charge: 0. The HOMO energy comes out at -0.3240 Eh. The energy relative to the best compared isomer or geometry (same formula, charge and spin) is 419.91 kJ/mol. Its largest force on an atom is 2.52 eV/Å. As for the frontier orbital gap: 0.3033 Eh. For the molar mass, the calculation gives 171.0 g/mol.

***

No. 4
# C4H5CdLiO5

A molecular structure, C4H5CdLiO5 at a distorted geometry (wB97M-V/def2-TZVPD, the OMol25 dataset).

Structure (XYZ):
```
16
Properties=species:S:1:pos:R:3:forces:R:3:lowdin_charge:R:1
O -1.216655 1.214291 -2.476570 0.964 1.979 -0.089 -0.183
C -0.929279 0.274108 -1.666643 1.447 0.021 3.236 -0.740
O -1.450275 -0.846571 -1.806044 0.761 -1.145 1.425 -0.008
O -0.091675 0.581976 -0.685002 -2.196 1.447 0.265 0.090
C 0.241866 -0.355546 0.385037 -1.503 -0.786 -2.429 -0.200
C 1.410679 -0.993384 -0.264762 2.487 -0.062 3.851 0.052
Cd -2.339873 -0.177320 -3.483844 -2.836 -1.217 -3.554 1.722
H -0.582590 -1.018265 0.657306 -0.059 0.169 -0.365 0.179
H 2.128455 -0.676465 0.589023 0.284 -1.368 -1.694 0.157
H 1.287492 -2.081433 -0.294542 0.362 0.305 -0.051 0.130
H 1.785335 -0.520521 -1.176874 -0.355 -0.210 0.296 0.124
Li -0.599555 2.993138 -2.460034 0.210 0.589 0.001 0.908
O 0.409656 0.482975 1.612055 0.732 0.631 -1.592 0.196
C 0.123223 0.053697 2.739036 -0.501 -0.184 0.782 0.016
O 0.083458 0.757507 3.766217 0.142 -0.033 -0.530 0.340
H -0.260262 0.311813 4.565640 0.063 -0.136 0.449 0.217
```
Forces are in eV/Å.

The value obtained for the total energy is -19201.6663 eV. As for the net charge: +3. As for the multiplicity: 2. The HOMO energy (spin up / spin down) comes out at -0.8167 / -0.8289 Eh. The energy relative to the best compared isomer or geometry (same formula, charge and spin) is 65.24 kJ/mol. Its largest force on an atom is 4.71 eV/Å. As for the frontier orbital gap (spin up / spin down): 0.3002 / 0.3124 Eh. For the molar mass, the calculation gives 252.4 g/mol.

***

No. 5
# C4H5Cl

C4H5Cl in the gas phase at a distorted geometry (wB97M-V/def2-TZVPD, the OMol25 dataset).

Structure (XYZ):
```
10
Properties=species:S:1:pos:R:3:forces:R:3:lowdin_charge:R:1
C -2.010704 1.267412 1.866457 -0.363 0.224 -0.678 0.091
C -1.253070 0.495872 1.354099 2.229 -2.241 0.508 -0.143
C -0.054005 -0.445298 0.889965 -2.086 2.757 2.812 -0.234
C 0.201895 0.268217 -0.402960 -1.115 -0.973 -1.410 -0.646
Cl 1.261595 -0.670497 -1.515721 0.123 0.506 0.265 0.521
H -2.768024 1.985791 2.017306 -0.251 0.240 0.433 0.018
H 0.695566 -0.331885 1.758776 -0.696 -0.223 -1.817 0.140
H -0.414922 -1.455445 0.866168 -0.013 -0.449 -0.406 0.090
H -0.771190 0.424005 -0.956871 1.103 -0.515 0.550 0.094
H 0.506749 1.258767 -0.163497 1.069 0.674 -0.258 0.070
```
Forces are in eV/Å.

The value obtained for the total energy is -16748.9319 eV. As for the net charge: 0. The HOMO energy comes out at -0.3851 Eh. The energy relative to the best compared isomer or geometry (same formula, charge and spin) is 114.97 kJ/mol. Its largest force on an atom is 4.46 eV/Å. As for the frontier orbital gap: 0.4202 Eh. For the molar mass, the calculation gives 88.5 g/mol.

***

No. 6
# C4H5Cl2NO

2 unconnected molecules or ions with the total composition C4H5Cl2NO at a distorted geometry (wB97M-V/def2-TZVPD, the OMol25 dataset).

Structure (XYZ):
```
13
Properties=species:S:1:pos:R:3:forces:R:3:lowdin_charge:R:1
C -3.729130 -0.911687 0.133785 -0.942 -0.612 1.205 -0.658
C -2.766056 -0.067712 -0.118815 3.419 -1.686 -0.064 -0.675
C -0.751779 -0.894778 -0.049947 -3.904 -0.267 0.872 -0.369
C 1.389128 0.218935 0.156623 -1.696 -1.872 2.830 -0.020
N -0.058836 0.175552 0.041124 -0.613 3.157 -0.444 -0.035
O -0.537247 -2.051400 0.089394 -0.327 0.143 -0.529 0.115
Cl -5.420393 -0.436402 0.130710 0.209 -0.126 -0.048 0.545
Cl -2.918705 1.587573 -0.471676 0.035 0.166 -0.208 0.639
H -3.580772 -1.894462 0.628979 0.113 0.682 -0.973 0.077
H 1.475830 0.738230 1.110999 1.145 0.701 -0.502 0.099
H 1.714655 -0.811549 0.400970 0.131 0.568 -0.742 0.106
H 1.693442 0.622063 -0.744658 1.710 0.945 -1.288 0.068
H -0.564741 1.106049 0.013509 0.720 -1.801 -0.111 0.108
```
Forces are in eV/Å.

The value obtained for the total energy is -32808.8762 eV. As for the net charge: 0. The HOMO energy comes out at -0.3395 Eh. The energy relative to the best compared isomer or geometry (same formula, charge and spin) is 223.16 kJ/mol. Its largest force on an atom is 4.01 eV/Å. As for the frontier orbital gap: 0.3579 Eh. For the molar mass, the calculation gives 154.0 g/mol.

***

No. 7
# C4H5Cl2NS

A molecular structure, C4H5Cl2NS at a distorted geometry (wB97M-V/def2-TZVPD, the OMol25 dataset).

Structure (XYZ):
```
13
Properties=species:S:1:pos:R:3:forces:R:3:lowdin_charge:R:1
C -1.126714 -0.583102 0.603554 -2.965 4.648 0.001 -0.723
C 0.124524 1.350143 -0.239082 0.989 -0.333 -0.642 -0.468
C -0.019579 -0.230668 -0.228629 0.730 0.698 0.227 -0.710
C 1.281862 -1.054207 0.226426 -1.248 1.052 -1.685 -0.054
N -2.294623 0.916801 0.596664 1.302 -5.495 0.723 -0.364
S -1.383655 2.090785 0.267492 -0.174 1.990 -0.020 0.855
Cl -1.921159 -2.013562 0.747315 -0.140 -0.606 -0.027 0.739
Cl -0.554801 -0.654782 -2.185568 0.635 0.114 1.276 0.353
H 0.872845 1.799340 0.438382 0.078 -0.799 -0.149 0.085
H 0.254056 1.877780 -1.210215 0.490 -1.135 0.229 0.070
H 1.037230 -1.959022 0.810793 0.073 0.091 -1.144 0.081
H 1.874061 -0.467427 0.886185 0.232 0.897 0.678 0.057
H 1.855947 -1.072077 -0.713311 -0.001 -1.123 0.533 0.078
```
Forces are in eV/Å.

The value obtained for the total energy is -41594.2532 eV. As for the net charge: 0. The HOMO energy (spin up / spin down) comes out at -0.2822 / -0.3141 Eh. The energy relative to the best compared isomer or geometry (same formula, charge and spin) is 436.15 kJ/mol. Its largest force on an atom is 5.69 eV/Å. As for the frontier orbital gap (spin up / spin down): 0.2220 / 0.2981 Eh. For the molar mass, the calculation gives 170.1 g/mol.

***

No. 8
# C4H5Cl2O2P

C4H5Cl2O2P in the gas phase at a distorted geometry (wB97M-V/def2-TZVPD, the OMol25 dataset).

Structure (XYZ):
```
14
Properties=species:S:1:pos:R:3:forces:R:3:lowdin_charge:R:1
C 0.739830 0.617594 1.123142 1.193 -2.681 -1.350 0.028
C -0.131478 0.504306 0.108188 1.641 -0.323 1.739 -0.329
C -0.185534 -0.638830 -0.735252 0.658 0.343 -2.912 -0.170
P 0.524901 0.076489 -2.748548 0.804 -2.111 2.951 0.318
O -0.248800 0.945533 -3.596670 -1.402 1.065 -0.768 -0.383
Cl 2.271271 0.860686 -2.201709 0.550 0.156 0.222 0.404
C 1.108817 -1.442649 -3.747948 0.736 0.245 0.767 -0.975
O 2.173310 -1.948604 -3.868859 -0.171 0.488 0.272 0.016
Cl -0.295427 -2.041887 -4.503285 -1.195 -0.744 -0.793 0.715
H 0.861587 1.479655 1.704314 -0.089 0.997 0.897 0.035
H 1.515024 -0.264245 1.301470 -1.714 2.010 -0.364 0.115
H -0.882755 1.138235 -0.152131 -1.742 2.719 0.033 0.072
H -1.222922 -0.963959 -0.912471 0.811 -0.567 -0.066 0.094
H 0.630541 -1.228724 -0.366743 -0.080 -1.599 -0.630 0.061
```
Forces are in eV/Å.

The value obtained for the total energy is -42656.7364 eV. As for the net charge: 0. The HOMO energy comes out at -0.3495 Eh. The energy relative to the best compared isomer or geometry (same formula, charge and spin) is 226.80 kJ/mol. Its largest force on an atom is 3.72 eV/Å. As for the frontier orbital gap: 0.3327 Eh. For the molar mass, the calculation gives 187.0 g/mol.

***

No. 9
# C4H5Cl3

2 unconnected molecules or ions with the total composition C4H5Cl3 at a distorted geometry (wB97M-V/def2-TZVPD, the OMol25 dataset).

Structure (XYZ):
```
12
Properties=species:S:1:pos:R:3:forces:R:3:lowdin_charge:R:1
C 1.379792 1.806482 0.602089 0.251 0.975 1.106 -0.113
C 0.735578 1.176388 -0.361666 0.060 0.330 2.593 -0.722
C -0.692705 -1.625212 0.344001 -0.294 -0.749 -0.685 -0.541
C -1.445373 -0.482381 -0.159801 1.482 1.231 1.660 -0.732
Cl 1.166936 0.955137 -1.892578 0.334 0.198 -2.407 0.684
Cl 0.735806 -1.955492 -0.898758 -0.445 -0.501 1.713 0.411
Cl -1.901744 -0.588431 -1.735074 -0.950 0.394 -1.305 0.690
H 2.259907 2.464817 0.471669 -0.246 -0.637 -0.773 0.059
H 1.143370 1.911984 1.675636 -0.727 -0.659 -0.735 0.052
H -1.330908 -2.476491 0.105569 0.312 -0.400 0.301 0.050
H -0.469609 -1.623498 1.434863 0.523 0.197 -1.116 0.098
H -1.581049 0.436695 0.414049 -0.300 -0.379 -0.351 0.063
```
Forces are in eV/Å.

The value obtained for the total energy is -41791.3070 eV. As for the net charge: 0. The HOMO energy (spin up / spin down) comes out at -0.3272 / -0.3059 Eh. The energy relative to the best compared isomer or geometry (same formula, charge and spin) is 447.69 kJ/mol. Its largest force on an atom is 2.61 eV/Å. As for the frontier orbital gap (spin up / spin down): 0.3045 / 0.2816 Eh. For the molar mass, the calculation gives 159.4 g/mol.

***

No. 10
# C4H5Cl3

C4H5Cl3 in the gas phase at a distorted geometry (wB97M-V/def2-TZVPD, the OMol25 dataset).

Structure (XYZ):
```
12
Properties=species:S:1:pos:R:3:forces:R:3:lowdin_charge:R:1
C 1.173895 -1.599558 0.198020 1.595 0.852 -1.019 -0.107
C 0.166752 -0.639344 -0.398631 0.639 -2.262 -0.156 -0.178
C -0.126616 0.505950 0.139868 -0.407 1.772 0.529 -0.778
Cl 0.665653 1.107052 1.577606 0.375 -0.344 0.151 0.690
C -1.141760 1.550355 -0.214037 -0.626 -0.172 -0.750 -1.102
Cl -2.479449 1.458298 0.976000 -0.034 0.077 -0.277 0.562
Cl -1.783814 1.472563 -1.900537 0.241 -0.318 0.571 0.558
H 0.855383 -2.090602 1.099845 -0.371 -0.439 0.147 0.075
H 2.046636 -1.012736 0.477290 0.034 0.289 0.482 0.052
H 1.679825 -2.267921 -0.534563 -1.166 -0.013 0.356 0.086
H -0.322424 -1.032381 -1.275919 -0.417 0.531 -0.201 0.104
H -0.734082 2.548323 -0.144942 0.136 0.026 0.168 0.038
```
Forces are in eV/Å.

The value obtained for the total energy is -41795.7681 eV. As for the net charge: 0. The HOMO energy comes out at -0.3671 Eh. The energy relative to the best compared isomer or geometry (same formula, charge and spin) is 17.26 kJ/mol. Its largest force on an atom is 2.36 eV/Å. As for the frontier orbital gap: 0.3945 Eh. For the molar mass, the calculation gives 159.4 g/mol.